Entry from the Open Molecules 2025 dataset: an isolated molecule of C3H3N5 (ωB97M-V/def2-TZVPD).

```
11
Properties=species:S:1:pos:R:3:forces:R:3
C 1.08941 0.62965 0.62727 -1.6 -1.3 -1.5
C -0.24317 -0.93939 -0.83550 -0.9 0.7 0.3
C -1.33070 -0.15405 -0.37867 0.8 0.1 -1.2
H 0.62845 0.29795 2.35502 2.2 -1.0 -1.1
H -0.68224 -1.80934 -1.20475 0.3 -1.8 -0.9
H -2.39178 -0.33864 -0.68876 1.2 -0.7 0.5
N 1.42227 -0.02857 1.65167 -2.2 1.9 1.2
N 1.64090 0.39059 -0.71201 -0.3 -2.3 0.3
N 1.08306 -0.66942 -1.22926 -1.5 3.1 1.5
N -1.21529 1.12446 0.02657 3.6 0.7 0.8
N -0.00091 1.49676 0.38844 -1.6 0.7 0.1
```
Positions in Å, forces in eV/Å.

E ... -389.709487 Eh

=====

Entry from the Open Molecules 2025 dataset: an isolated molecule of C6H10N8S2 (ωB97M-V/def2-TZVPD).

```
26
Properties=species:S:1:pos:R:3:forces:R:3
C 3.47983 4.24324 -0.32642 -0.2 -0.3 0.0
H 3.08172 4.60383 -1.26907 0.1 0.1 0.0
H 3.79598 5.06829 0.30348 0.0 0.0 0.1
H 4.29749 3.55197 -0.50170 0.1 0.1 0.0
S 2.16318 3.38121 0.57260 0.1 0.3 0.3
C 1.82762 2.15500 -0.59049 -0.4 -0.6 -0.1
N 2.39746 1.98401 -1.76697 0.4 1.0 0.7
N 1.82379 0.91657 -2.29741 0.0 -0.6 -0.9
N 0.94429 0.42406 -1.53570 -0.9 -0.8 0.3
N 0.90179 1.17267 -0.42256 1.4 1.1 -0.5
C 0.00551 0.93149 0.67188 -0.6 -0.1 0.1
H -0.98797 1.32328 0.42419 0.2 0.0 0.1
H 0.38103 1.48151 1.53719 -0.1 -0.1 -0.1
C -0.11000 -0.57378 0.96036 0.5 0.2 0.2
N -1.48209 -0.99028 0.95179 -1.0 -1.3 -0.5
C -2.02689 -2.16184 0.52576 0.1 0.6 0.3
N -3.33007 -2.09927 0.71622 0.4 -1.1 -0.5
N -3.56408 -0.91006 1.24594 -0.8 0.7 0.4
N -2.50215 -0.24165 1.39865 0.6 1.0 0.4
S -1.11361 -3.46491 -0.13212 0.2 -0.3 -0.1
C -2.49194 -4.55375 -0.58014 0.1 0.3 0.1
H -3.09214 -4.06672 -1.34167 -0.1 -0.1 0.0
H -2.05210 -5.46936 -0.96176 0.1 0.0 0.0
H -3.08788 -4.74617 0.30569 -0.1 -0.1 0.0
H 0.40780 -1.14227 0.18079 -0.1 0.1 0.2
H 0.33340 -0.81707 1.93147 0.0 0.0 -0.2
```
Positions in Å, forces in eV/Å.

E ... -1468.978466 Eh

=====

Entry from the Open Molecules 2025 dataset: a cluster of 2 separate species, C3H9NO in total (ωB97M-V/def2-TZVPD).

```
14
Properties=species:S:1:pos:R:3:forces:R:3
N -0.53057 -2.10732 0.06929 -0.6 -0.4 -0.1
C 0.34542 -1.14192 0.69478 1.5 0.9 -1.2
C 1.96388 0.53485 -0.27660 -0.4 0.4 -0.2
C 1.51599 -0.69753 -0.19679 -0.2 -1.3 1.4
H -0.06585 -2.65439 -0.64297 0.4 -0.1 0.2
H -1.27704 -1.66427 -0.45016 -0.1 0.3 0.3
H 0.87150 -1.50483 1.58023 -0.5 -0.5 0.2
H -0.16639 -0.23592 0.97379 -0.6 0.1 0.3
H 2.88183 0.78973 -0.78147 0.1 0.1 0.0
H 1.35592 1.31994 0.16914 0.2 0.1 -0.2
H 2.11421 -1.56842 -0.46193 0.1 0.2 -0.7
H -2.75348 3.62754 -0.36656 0.0 0.0 -0.1
H -2.62535 2.17151 -0.83737 0.0 0.2 0.1
O -2.43843 2.76061 -0.09753 0.0 -0.2 0.0
```
Positions in Å, forces in eV/Å.

E ... -249.651559 Eh

=====

These records have max |F| values of 3.8 1.8 2.1 eV/Å, in the order they appear.
These records have gap between HOMO and LUMO values of 8.4 9.7 10.0 eV, in the order they appear.
These records have relative energy (zero: lowest compared OMol25 entry of this formula, charge and spin) values of 418.0 0.0 163.1 kJ/mol, in the order they appear.